DFT (ωB97M-V/def2-TZVPD) results for 11 unconnected molecules or ions with the total composition C20H65N4O11 in a non-equilibrium geometry.

Properties
Max |F| (eV Å⁻¹): 3.16
Net charge: -1
Gap between HOMO and LUMO (hartree): 0.171
Energy (Ha): -1847.42860

XYZ file:
```
100
Properties=species:S:1:pos:R:3:lowdin_charge:R:1
C 19.00833 -1.18049 6.24895 -0.15
C 19.70459 -0.00161 6.89139 -0.58
O 19.82979 -0.02573 8.27658 -0.37
H 19.34042 -2.19967 6.44671 0.05
H 19.12430 -1.07452 5.17033 0.04
H 17.95601 -1.16812 6.53280 0.05
H 19.27276 0.94909 6.57866 0.06
H 20.65836 0.13294 6.38117 0.05
C 15.65864 1.46550 3.39421 -0.08
C 15.04493 2.50401 2.41980 -0.28
O 13.73096 1.95391 2.21633 -0.12
H 15.19399 1.44689 4.38004 0.08
H 16.73054 1.64118 3.48506 0.07
H 15.66481 0.42096 3.08278 0.07
H 15.62927 2.59216 1.50390 0.10
H 14.75163 3.43654 2.90193 0.11
H 13.26255 2.69597 1.82706 0.07
C 23.76474 -0.27928 -4.64175 -0.07
C 23.08583 -1.14237 -3.55669 -0.46
C 22.44288 -0.29929 -2.41369 -0.18
O 21.85786 -1.27808 -1.57412 -0.22
C 21.31714 -0.80284 -0.29606 -0.07
N 22.19891 -2.08174 -4.09074 0.03
H 24.44326 -0.84894 -5.27673 0.07
H 24.39832 0.48367 -4.18944 0.07
H 23.06116 0.26494 -5.27175 0.07
H 23.93956 -1.72974 -3.21871 0.13
H 21.74014 0.45778 -2.76170 0.12
H 23.11477 0.21946 -1.72990 0.12
H 22.16724 -0.52189 0.32563 0.08
H 20.73985 -1.52612 0.27988 0.08
H 20.73379 0.11772 -0.27678 0.08
H 21.72667 -2.62919 -3.38549 0.07
H 22.63033 -2.73355 -4.73036 0.08
C 23.85981 -6.66021 3.81042 -0.07
C 24.40232 -6.56189 5.23995 -0.40
C 23.62991 -5.44004 6.09437 -0.13
O 24.26709 -4.13950 5.93419 -0.19
C 24.09283 -3.48680 4.72082 -0.15
N 24.30237 -7.87085 5.92465 0.01
H 22.79671 -6.87882 3.70969 0.08
H 24.31843 -7.57096 3.42533 0.06
H 24.24102 -5.84918 3.18994 0.06
H 25.46066 -6.30171 5.22161 0.13
H 23.78863 -5.78687 7.11546 0.11
H 22.54948 -5.38171 5.96255 0.12
H 24.46587 -2.46471 4.78619 0.08
H 23.05229 -3.40891 4.40569 0.10
H 24.77699 -3.84158 3.95000 0.07
H 24.83661 -8.56098 5.41630 0.06
H 24.84423 -7.84697 6.77666 0.06
C 21.97572 4.99775 9.64131 -0.11
C 21.53110 4.13356 10.77264 -0.43
C 20.02188 3.97960 11.04618 -0.17
O 19.84046 3.16280 12.24742 -0.17
C 18.69256 3.61919 12.96720 -0.12
N 21.98854 2.82585 10.36027 0.02
H 23.03377 5.06688 9.38864 0.07
H 21.62647 6.03027 9.63595 0.06
H 21.61929 4.69601 8.65642 0.08
H 22.15014 4.30050 11.65412 0.13
H 19.60820 3.53112 10.14294 0.12
H 19.56447 4.96877 11.06630 0.11
H 17.80424 3.41594 12.36914 0.08
H 18.72095 4.67014 13.25495 0.08
H 18.68732 3.00426 13.86716 0.08
H 22.78799 2.90976 9.74877 0.06
H 21.35614 2.37194 9.71674 0.07
C 23.04251 3.00893 3.16103 -0.07
C 22.62664 3.71512 1.88948 -0.43
C 22.20797 5.25379 2.10672 -0.20
O 20.89799 5.41565 2.61227 -0.18
C 19.96076 5.83401 1.59743 -0.09
N 23.79474 3.73241 1.05205 0.01
H 23.10328 1.94613 2.92678 0.08
H 22.31606 3.10276 3.96823 0.08
H 23.95109 3.42829 3.59314 0.08
H 21.83125 3.18083 1.36988 0.13
H 22.46840 5.84826 1.23100 0.11
H 22.88967 5.59080 2.88762 0.12
H 20.08487 6.91681 1.58211 0.08
H 18.89676 5.63155 1.71995 0.08
H 20.26653 5.47776 0.61371 0.08
H 23.57161 4.15230 0.16098 0.06
H 24.48221 4.32281 1.49804 0.07
O 24.11704 -1.29073 9.42237 -0.05
H 24.32948 -2.14986 9.05767 0.02
H 23.94768 -0.74057 8.65760 0.03
O 19.53908 -3.08519 10.01155 -0.07
H 19.41116 -2.32052 9.45018 0.00
H 18.72570 -3.58288 9.92818 0.01
O 17.31214 -4.04667 3.05265 -0.05
H 16.41315 -4.23305 3.32340 0.03
H 17.28839 -4.08833 2.09665 0.03
O 16.77565 2.07047 9.18828 -0.07
H 17.47173 1.43871 9.00777 0.01
H 17.06753 2.87706 8.76349 0.02
O 18.82097 -6.96237 4.56373 -0.06
H 18.86460 -7.10037 3.61753 0.02
H 18.64096 -6.02739 4.66184 0.02
```